1.
The following is a DFT calculation (wB97M-V/def2-TZVPD) of a cluster of 6 separate species, C20H33Br11O3 in total.

```
67
Properties=species:S:1:pos:R:3:forces:R:3
C 7.5311 -6.1427 4.8964 -0.2 -0.1 -0.1
H -3.9422 0.4106 2.0186 0.1 0.0 0.0
H -1.7835 6.0129 2.0010 0.0 0.0 -0.1
H 6.3446 -4.4305 5.5259 0.0 -0.1 -0.1
H 7.4320 -5.0901 6.7644 0.0 -0.1 -0.1
Br -1.5864 -1.5605 4.3142 0.0 0.0 0.0
O -1.5435 0.0188 -2.5814 -1.3 1.2 -1.8
H -2.6883 5.1990 -0.8312 0.0 0.0 0.1
H -3.7507 0.7582 -3.1243 0.0 0.1 0.0
H 0.9283 0.9204 -2.1845 0.1 -0.4 0.8
Br 0.6336 1.8382 -4.5814 -0.1 0.2 -0.3
O -1.2559 -2.1889 -2.0144 -1.7 0.6 0.1
H 1.2330 -0.8994 1.4969 -0.2 -0.6 -0.2
H 1.0053 2.5522 -0.6560 0.1 -0.6 0.3
Br -6.7655 3.1281 -3.1020 0.1 0.1 0.0
C 1.0954 1.5863 -0.1110 0.0 -0.1 -0.4
H -0.8832 -0.0342 -5.1057 0.0 0.0 -0.1
H -5.3737 0.6214 -2.4187 0.0 0.1 -0.1
C -0.9792 -0.8410 -2.0380 3.2 -1.8 2.9
H -2.1691 -1.2501 1.9366 -0.1 0.0 0.0
C 1.1629 0.4541 -1.2022 -0.3 0.1 -0.3
H 2.3015 -3.6749 1.1569 0.0 0.5 -0.6
H 8.5721 -6.4517 4.8563 0.0 0.1 0.0
H -2.5169 6.8969 -0.3414 0.0 0.0 0.1
C -2.2019 5.8755 -0.1326 0.2 0.2 -0.1
H -1.0442 0.0568 -7.5303 0.0 0.0 0.1
C -0.7633 0.9323 -5.5916 0.2 -0.2 0.2
C -0.1249 1.4910 0.8432 1.1 0.8 0.6
H -5.2125 1.9796 -4.6373 0.0 0.0 0.1
C 2.3786 -2.6276 0.7970 0.3 -0.1 1.1
C 3.4496 -1.9541 1.7269 -1.0 0.3 -0.1
C -0.3720 0.7561 -7.0351 -0.2 0.1 -0.2
H 0.6536 0.4193 -7.1611 0.0 0.0 0.1
H 2.6779 -2.6201 -0.2648 -0.1 0.1 0.5
O -1.6865 -3.4196 -0.1930 -0.8 -1.1 1.0
C 7.3154 -4.8874 5.7007 0.2 0.1 0.2
Br -0.2969 5.8356 -0.5371 -0.1 -0.1 0.0
H 2.1987 0.0638 -1.3205 -0.6 0.1 0.3
C -1.0646 -2.5465 -0.6531 2.4 0.3 -0.5
H -4.3516 3.2252 -3.7109 0.0 -0.1 0.1
H 3.8661 -1.0299 1.2841 0.1 -0.7 0.1
C 0.1131 -1.7098 -0.1274 -0.4 0.7 -1.2
C -4.5837 1.3146 -2.6959 0.3 0.0 0.0
H -3.5062 -2.0381 2.7989 0.0 0.1 0.0
Br 8.6586 -3.5395 5.2892 -0.1 0.0 0.0
Br -0.5483 2.4217 -8.0285 0.1 0.0 0.0
H -3.4894 5.7693 1.5819 0.0 0.0 -0.1
C -2.7970 -1.2152 2.8272 0.3 0.0 0.0
H 0.4678 -2.5022 1.8390 0.3 0.5 -0.2
C 0.1902 -0.7115 -1.0326 0.4 0.8 -0.2
C -5.0452 2.3909 -3.6427 -0.3 -0.1 -0.1
Br -4.8858 0.1071 4.2771 0.1 0.0 0.0
H -0.1504 2.4634 1.4205 0.0 -1.3 -0.8
H -1.6729 1.5129 -5.4626 0.1 0.0 -0.1
H -1.0530 1.3607 0.2534 0.4 0.1 0.5
H 2.0782 1.6295 0.4042 -0.7 0.0 0.1
H 6.9287 -6.9592 5.2922 0.0 0.1 0.0
H -2.7674 0.9200 3.2489 0.0 -0.1 0.0
C -2.4638 5.5252 1.3080 -0.4 -0.1 0.1
Br -3.8886 2.0741 -1.0427 -0.1 0.0 0.0
H -0.0156 0.6964 1.6111 -0.2 0.3 -0.6
C 1.0174 -1.9044 1.0828 -0.5 -0.4 -0.4
Br -2.2961 3.6081 1.6025 -0.4 0.6 0.3
Br 4.8791 -3.1774 2.2700 -0.3 0.5 -0.3
H 2.9292 -1.6365 2.6544 0.5 -0.4 -0.4
Br 6.9352 -5.9165 3.0570 0.1 -0.1 0.0
C -3.4574 0.1329 2.9545 -0.3 0.0 -0.1
```
Positions in Å, forces in eV/Å.

## Properties
* SMILES: CCCC1=C(CCCBr)C(=O)OC1=O.BrCCBr.BrCCBr.BrCCBr.BrCCBr.BrCCBr
* Kohn-Sham gap: 9.675 eV
* total energy: -797885.1645 eV
* ΔE to the lowest compared entry with this formula, charge and spin: 1.230 eV
* highest occupied orbital energy: -0.3711 hartree

Atom charges from the Mulliken analysis, given in e for atoms 1 to 4:
1. C -0.555
2. H 0.218
3. H 0.388
4. H 0.346

2.
The following is a DFT calculation (wB97M-V/def2-TZVPD) of a structure of composition C5H7NO2S.

```
16
Properties=species:S:1:pos:R:3:forces:R:3
S 2.6516 0.9742 0.4196 0.2 -0.2 -0.8
H -2.3576 2.3902 0.7563 1.0 0.4 -0.4
H -2.4859 1.6060 -0.7639 -1.2 -0.2 -1.6
C 2.0785 -1.3735 -1.1007 -0.5 -1.1 -0.1
O -1.8965 -1.6630 -0.2837 -1.1 -0.9 -0.3
H 1.1665 -1.9594 -1.4120 1.7 0.2 0.0
C 1.8004 -0.3204 -0.4014 -4.9 1.6 1.8
C -2.1598 1.4577 0.2126 1.6 1.6 1.1
H -2.6880 0.8747 0.8415 -2.4 -2.9 1.1
C -0.1987 -0.1613 -0.1093 4.3 1.9 -0.4
N -0.8237 -1.4201 0.1859 0.9 2.0 -0.1
H 3.1275 -1.6707 -1.1409 -0.4 -0.3 -0.7
H 2.8442 0.3172 1.5567 -0.1 -0.2 0.4
C -0.7302 1.0291 0.1380 -0.2 0.6 -0.6
H -0.1650 1.9573 0.1267 1.1 -0.6 -0.3
O -0.1631 -2.0379 0.9747 -0.1 -1.9 0.8
```
Positions in Å, forces in eV/Å.

## Properties
* Kohn-Sham gap: 9.262 eV
* total energy: -21711.7464 eV
* ΔE to the lowest compared entry with this formula, charge and spin: 6.802 eV
* highest occupied orbital energy: -0.3414 hartree

Atom charges from the Mulliken analysis, given in e for atoms 1 to 4:
1. S -0.211
2. H 0.371
3. H 0.321
4. C -0.469

3.
The following is a DFT calculation (wB97M-V/def2-TZVPD) of the ion C3H5O4 with charge +1.

```
12
Properties=species:S:1:pos:R:3:forces:R:3
H 0.7364 -0.7316 -0.4001 -1.0 0.4 -0.2
H -2.7519 -0.3955 0.7955 -0.7 0.5 2.0
C -1.0035 0.6636 0.0439 1.7 -1.4 -0.2
O 1.2803 1.2617 -0.1425 -2.3 -1.3 -0.2
C -1.9737 -0.3688 0.0976 -0.7 -1.8 -2.8
O 2.6963 -0.6127 -0.0069 -0.3 -2.0 -0.2
H -1.4070 1.5977 0.3270 0.7 1.5 0.0
H -1.5530 -1.3566 -0.0491 -0.1 -0.2 0.1
C 0.3242 0.2739 -0.2861 0.7 2.4 1.4
H -2.6966 -0.2190 -0.7705 0.8 0.0 0.1
O 3.7680 -1.0217 0.3850 0.1 0.8 0.1
O 2.5805 0.9090 0.0064 0.9 1.2 0.0
```
Positions in Å, forces in eV/Å.

## Properties
* charge: +1
* Kohn-Sham gap (alpha / beta): 7.845 / 9.236 eV
* total energy: -11362.8543 eV
* ΔE to the lowest compared entry with this formula, charge and spin: 4.933 eV
* highest occupied orbital energy (alpha / beta): -0.5830 / -0.5605 hartree

Atom charges from the Mulliken analysis, given in e for atoms 1 to 4:
1. H 0.500
2. H 0.391
3. C 0.273
4. O -0.038

4.
The following is a DFT calculation (wB97M-V/def2-TZVPD) of an isolated molecule of C3H8OS2.

```
14
Properties=species:S:1:pos:R:3:forces:R:3
H -2.5542 1.7260 0.6916 -1.7 0.6 -0.1
H 0.8681 0.6061 1.4361 -1.0 -0.5 -1.8
H 1.0618 -2.2996 -1.2543 2.1 0.6 -0.1
H 0.3425 -0.4087 -1.6000 -0.2 1.0 1.4
C 0.7015 0.3160 -0.7911 0.4 -0.4 -2.0
H -1.8552 -0.3449 0.2410 -1.1 -0.7 -1.8
H 0.4122 -0.9884 0.8302 0.1 -0.4 0.2
S 2.4744 -2.0274 -1.4419 -1.8 -0.8 0.1
S 2.5425 0.0157 -1.0102 -0.9 0.6 0.2
C 0.2667 0.0590 0.6038 -1.9 0.3 3.0
H -1.6764 0.0142 1.8572 0.6 -0.1 0.6
H 0.3720 1.3066 -1.1265 0.7 0.0 0.0
C -1.3346 0.2993 0.8723 3.3 1.9 0.4
O -1.6210 1.7261 0.6918 1.5 -1.8 -0.2
```
Positions in Å, forces in eV/Å.

## Properties
* SMILES: OCCCSS
* Kohn-Sham gap: 8.596 eV
* total energy: -26957.3473 eV
* ΔE to the lowest compared entry with this formula, charge and spin: 1.261 eV
* highest occupied orbital energy: -0.2999 hartree

Atom charges from the Mulliken analysis, given in e for atoms 1 to 4:
1. H 0.291
2. H 0.308
3. H 0.134
4. H 0.276

5.
The following is a DFT calculation (wB97M-V/def2-TZVPD) of a structure of composition C7H26INNbO4.

```
40
Properties=species:S:1:pos:R:3:forces:R:3
C 1.4837 2.6021 1.0253 -0.2 -0.1 -0.1
H 0.4083 -0.1429 -4.5204 0.0 0.0 0.0
H 1.7700 3.5849 1.3950 0.0 0.0 0.0
N -2.3018 0.2188 0.5096 0.7 -2.0 -1.0
H 1.9308 0.4692 -3.8197 0.0 0.0 0.0
H -4.3849 0.0007 2.9878 -0.1 -0.3 0.2
O 2.9576 -4.8254 0.2898 0.1 -0.1 0.2
H 0.2938 3.3134 -1.4026 -0.2 0.0 0.1
C -1.7761 0.2151 2.8857 0.1 0.6 -0.1
H -3.5924 -1.9355 -0.8804 0.3 -0.3 0.0
H -1.5513 -3.3242 -0.8882 -0.1 0.1 0.1
H -2.5219 -2.4737 1.3713 -0.6 -0.5 -0.2
H -2.0244 -0.6482 3.4831 0.0 -0.4 0.2
H 1.0977 -0.9180 -3.0843 0.0 0.0 0.0
H 3.9871 -5.9386 1.6354 0.0 0.0 0.0
C 3.2680 -5.1207 1.6389 -0.1 0.0 -0.1
H -1.9173 1.1051 3.4910 -0.1 0.2 0.3
H -4.2778 1.5610 2.2110 -0.1 0.3 0.1
H 1.5912 1.8701 1.8287 0.0 0.0 0.0
H 2.2418 2.5981 -2.4416 0.0 0.0 0.0
H -4.7763 0.1885 1.2530 -0.2 -0.2 -0.2
H 3.7179 -4.2625 2.1486 0.0 0.0 0.0
H 2.3206 -4.0999 0.2992 -0.1 0.1 -0.2
I 0.8254 -1.6464 0.5643 0.0 -0.2 -0.1
H 2.0629 4.0195 -3.4903 0.0 0.0 0.0
O 0.4615 3.6740 -2.2867 0.2 0.1 -0.1
O 0.1320 2.6835 0.5796 0.2 0.0 -0.2
H 2.3822 -5.4371 2.1984 0.0 0.0 0.0
H 0.0459 1.7096 -3.1094 0.0 0.1 0.1
Nb -1.9448 -1.6803 -0.2160 0.7 3.2 0.8
H 2.4028 4.2382 -1.7653 0.0 0.0 0.0
O 0.2082 0.8529 -2.7007 0.2 0.0 0.0
C 0.9496 0.0356 -3.5855 -0.1 0.1 0.1
H -1.5719 -1.0345 -1.8943 -0.6 -0.7 -0.3
H -0.1233 1.8055 0.2625 -0.2 -0.1 0.1
C -4.1346 0.4956 2.0615 0.0 0.3 -0.1
C 1.8654 3.6236 -2.4951 -0.2 0.0 0.1
C -2.6946 0.2839 1.7047 -0.2 0.0 0.5
H 2.1515 2.3234 0.2055 0.1 0.0 0.1
H -0.7478 0.1851 2.5702 0.4 -0.2 -0.1
```
Positions in Å, forces in eV/Å.

## Properties
* charge: -1
* Kohn-Sham gap: 7.722 eV
* total energy: -27008.3727 eV
* highest occupied orbital energy: -0.1814 hartree

Atom charges from the Mulliken analysis, given in e for atoms 1 to 4:
1. C -0.530
2. H 0.277
3. H 0.274
4. N -0.847

6.
The following is a DFT calculation (wB97M-V/def2-TZVPD) of a structure of composition C4H9NS2.

```
16
Properties=species:S:1:pos:R:3:forces:R:3
H 0.3642 -0.4160 1.9242 -0.5 4.7 -2.2
H 1.9178 0.2936 -0.2224 -0.2 -4.7 -0.4
H -0.3875 1.8650 2.1291 2.1 -3.7 -2.8
S -2.4766 -1.7561 0.0615 2.7 0.0 -0.2
C -0.9676 0.3860 0.3246 -0.4 1.6 2.8
H -0.6036 2.3386 -0.7441 0.3 -3.0 -0.3
H -0.0383 0.3812 -1.3259 -0.9 3.1 -0.9
C -0.8995 -1.0999 0.1060 -3.1 -2.0 0.5
H -1.7880 1.1794 -1.5318 1.6 -0.5 0.8
H 1.8407 -1.2344 -1.6699 1.5 0.4 3.8
H -1.9862 0.7089 0.7263 1.5 -1.2 0.3
N 0.2362 0.7567 1.1695 -2.2 -0.7 5.5
S 0.5645 -2.1812 0.2225 -0.2 2.5 -0.5
C -0.8214 1.1689 -0.9046 0.4 0.4 -3.0
C 2.0182 -1.0791 -0.4163 -0.5 3.1 -1.7
H 3.0269 -1.3115 0.1513 -2.2 -0.1 -1.7
```
Positions in Å, forces in eV/Å.

## Properties
* Kohn-Sham gap: 7.909 eV
* total energy: -27446.3459 eV
* ΔE to the lowest compared entry with this formula, charge and spin: 8.399 eV
* highest occupied orbital energy: -0.3152 hartree

Atom charges from the Mulliken analysis, given in e for atoms 1 to 4:
1. H 0.296
2. H 0.272
3. H 0.260
4. S -0.223

7.
The following is a DFT calculation (wB97M-V/def2-TZVPD) of an isolated molecule of C4H10N2O.

```
17
Properties=species:S:1:pos:R:3:forces:R:3
H -0.4092 0.5982 2.1911 0.0 0.2 0.1
H 0.3155 -1.6627 1.8978 -0.1 0.0 0.1
C 0.2619 0.4088 1.3565 0.5 -0.4 -0.4
H -0.6209 2.1351 0.5694 -0.3 -0.2 0.0
C 0.7694 0.2197 -1.7695 -0.8 -0.1 0.0
H -1.7574 -1.6269 0.9969 0.2 -0.6 0.0
O -1.1825 1.5871 -1.6741 0.0 0.3 -0.2
C 0.1739 -1.0860 0.9843 0.8 0.4 -0.1
N -1.0232 -1.5417 0.2900 -0.9 0.7 0.7
H 0.3840 -0.7982 -1.7617 0.2 -0.3 0.2
H 1.3005 0.5866 1.6653 -0.2 0.0 0.3
H 1.7585 0.2867 -1.3222 0.0 -0.1 -0.1
C -0.2583 1.0852 -1.0697 0.4 -0.1 0.2
H -1.4276 -0.7470 -0.2058 0.3 -0.2 -0.5
N -0.0770 1.3384 0.2770 -0.3 0.2 0.1
H 0.7251 0.5033 -2.8140 0.4 0.2 -0.1
H 1.0672 -1.2867 0.3887 -0.2 -0.3 -0.2
```
Positions in Å, forces in eV/Å.

## Properties
* SMILES: CC(=O)NCCN
* Kohn-Sham gap: 10.328 eV
* total energy: -9337.7904 eV
* ΔE to the lowest compared entry with this formula, charge and spin: 1.197 eV
* highest occupied orbital energy: -0.3493 hartree

Atom charges from the Mulliken analysis, given in e for atoms 1 to 4:
1. H 0.356
2. H 0.391
3. C -0.473
4. H 0.243

8.
The following is a DFT calculation (wB97M-V/def2-TZVPD) of a structure of composition C29H29F2N3RuSe.

```
65
Properties=species:S:1:pos:R:3:forces:R:3
N -1.8438 2.6727 -0.4303 0.0 0.1 0.0
C 2.3394 -2.5248 -1.6226 -0.1 0.1 -0.1
H -3.8273 4.2398 1.0028 0.0 0.0 0.0
H -6.9323 1.7538 -0.6153 0.0 0.0 0.0
H 1.6311 2.7772 2.9425 0.0 0.0 0.0
C 1.0700 -4.4715 -2.0769 0.0 0.0 0.0
H -1.0773 1.0296 1.6383 0.0 0.0 0.0
H 4.3323 -2.0077 2.3642 0.0 0.0 0.0
H -1.2293 3.3654 -0.0330 0.0 0.0 0.0
C 0.0029 -3.9154 -1.3969 0.0 0.0 -0.1
C -1.3310 0.0671 1.2197 0.0 0.0 0.1
C 2.0874 1.4438 1.3564 0.0 0.0 0.2
C 0.1283 -2.6438 -0.8458 0.1 -0.1 -0.1
N 1.2967 -1.9633 -0.9817 0.0 -0.3 0.8
H 1.5472 3.5187 1.3482 0.0 0.0 0.0
H 3.5087 2.3094 -1.6273 0.0 0.0 0.0
H -5.2942 0.3889 -1.8722 0.0 0.0 0.0
H -3.0904 0.0618 -3.4295 0.0 0.0 0.0
H 1.9548 0.0090 4.0505 0.0 0.0 0.0
C -3.2305 2.6299 -0.3221 0.0 0.0 0.0
C -0.8598 -1.9115 -0.0683 -0.1 0.0 0.0
C 3.5418 -2.0242 1.6102 0.0 0.0 0.0
H 2.6346 3.4007 -0.5530 0.0 0.0 0.0
C -1.4213 1.6829 -1.2236 -0.2 -0.2 -0.3
Ru 1.4616 -0.1107 -0.0983 -0.2 0.2 -1.4
C -3.0416 -1.6404 0.9886 0.0 0.0 0.0
C 3.3859 2.6156 -0.5878 0.0 0.0 0.0
H 0.2550 2.4509 1.9100 0.0 0.0 0.0
H 3.2416 -1.9314 -1.6776 0.0 0.0 0.0
C -2.5987 -0.4295 1.4797 0.1 0.0 0.0
C 1.3789 -0.2844 3.1688 0.1 0.0 0.0
C -3.6349 1.5662 -1.1191 0.0 0.0 0.0
H 3.1142 -4.1751 -2.7250 0.0 0.0 0.0
C 1.3312 2.6101 1.9064 0.0 0.0 -0.1
F -2.5648 -3.5370 -0.2546 0.0 0.0 0.0
H -2.8861 -1.0054 -2.0181 0.0 0.0 0.0
H 0.4047 0.1918 3.2351 0.0 0.0 0.0
H 4.3367 3.0425 -0.2598 0.0 0.0 0.0
H 1.2338 -1.3623 3.2071 0.0 0.0 0.0
F -3.4254 0.3065 2.2234 0.0 0.0 0.0
C 2.2622 -3.7659 -2.2022 0.0 0.0 0.0
H 5.2105 -1.1508 -0.4902 0.0 0.0 0.0
C -4.9744 1.2152 -1.2523 0.0 0.0 0.0
H 0.9768 -5.4622 -2.5023 0.0 0.0 0.0
H -1.4608 -0.3616 -2.8654 0.0 0.0 0.0
C 2.1157 0.1323 1.9427 0.0 -0.1 0.0
H 2.7059 -2.5854 2.0248 0.0 0.0 0.0
H -0.9172 -4.4645 -1.2869 0.0 0.0 0.0
C -5.8778 1.9827 -0.5476 0.0 0.0 0.0
C -5.4670 3.0609 0.2561 0.0 0.0 0.0
C -0.4533 -0.6581 0.4323 0.1 0.0 0.0
H -6.2162 3.6347 0.7836 0.0 0.0 0.0
C -4.1390 3.4078 0.3864 0.0 0.0 0.0
Se 0.4079 1.4054 -1.6214 0.2 0.5 0.4
C 3.7189 0.1960 0.2750 0.0 0.0 0.0
C 4.8704 -0.1250 -0.6155 0.0 0.0 0.0
C -2.1482 -2.3582 0.2240 0.0 0.0 0.1
H 3.9222 -2.5631 0.7442 0.0 0.0 0.0
N -2.4797 1.0136 -1.6752 0.0 -0.1 0.1
C 3.1444 -0.6248 1.2717 0.1 -0.1 0.3
C -2.4797 -0.1503 -2.5545 0.0 0.0 0.0
H 5.7083 0.5312 -0.3676 0.0 0.0 0.0
H 4.6377 0.0532 -1.6669 0.0 0.0 0.0
H -4.0291 -2.0222 1.2054 0.0 0.0 0.0
C 3.0313 1.4630 0.2888 0.0 -0.1 0.0
```
Positions in Å, forces in eV/Å.

## Properties
* charge: +2
* Kohn-Sham gap: 6.113 eV
* total energy: -108365.0873 eV
* ΔE to the lowest compared entry with this formula, charge and spin: 0.253 eV
* highest occupied orbital energy: -0.5255 hartree

Atom charges from the Mulliken analysis, given in e for atoms 1 to 4:
1. N 0.300
2. C -0.326
3. H 0.462
4. H 0.434